DFT (ωB97M-V/def2-TZVPD) results for C54H38ClFFeIN2O5PS3 as an isolated structure in a non-equilibrium geometry.

Geometry (Å):
1 Fe 0.1747 -0.2568 0.0770
2 Cl 0.7651 3.6164 6.2393
3 C 1.0001 2.5992 4.8404
4 C 2.0967 1.7655 4.8127
5 C 2.2741 0.9367 3.7219
6 I 3.8811 -0.4270 3.6634
7 C 1.3983 0.8822 2.6287
8 O 1.5414 0.0470 1.6775
9 C 0.2899 1.8029 2.6677
10 N -0.5299 1.7833 1.6007
11 C -1.6416 2.4950 1.6504
12 C -1.9887 3.2978 2.7310
13 C -1.1290 3.3904 3.8066
14 C 0.0576 2.6310 3.7988
15 H 2.7807 1.7411 5.6482
16 H -2.2946 2.3973 0.7967
17 H -2.9285 3.8333 2.7273
18 H -1.3559 4.0141 4.6591
19 C -3.3276 3.8103 -5.6640
20 C -2.0069 3.9994 -5.2863
21 C -1.5356 3.4759 -4.0980
22 C -2.3795 2.7440 -3.2680
23 C -3.7130 2.5897 -3.6381
24 C -4.1836 3.1117 -4.8269
25 P -1.8463 1.8817 -1.7179
26 C -0.4486 3.0428 -1.3892
27 C -0.8183 4.2979 -0.9005
28 C 0.1394 5.2399 -0.5761
29 C 1.4826 4.9480 -0.7464
30 C 1.8541 3.7205 -1.2703
31 C 0.8956 2.7709 -1.5881
32 C -1.1810 0.3497 -2.4986
33 C -1.4999 0.0169 -3.8173
34 C -1.3555 -1.2805 -4.2802
35 C -0.9554 -2.2800 -3.4124
36 C -0.6194 -1.9566 -2.1087
37 C -0.6762 -0.6484 -1.6614
38 H -3.6842 4.2064 -6.6058
39 H -1.3321 4.5474 -5.9305
40 H -0.5021 3.6224 -3.8166
41 H -4.3692 2.0371 -2.9783
42 H -5.2190 2.9712 -5.1100
43 H -1.8692 4.5294 -0.7777
44 H -0.1583 6.2070 -0.1891
45 H 2.2352 5.6744 -0.4638
46 H 2.8973 3.4975 -1.4393
47 H 1.1935 1.8048 -1.9644
48 H -1.8679 0.7684 -4.5008
49 H -1.5834 -1.5175 -5.3132
50 H -0.9139 -3.3098 -3.7471
51 H -0.3453 -2.7377 -1.4140
52 C -5.9508 -4.5018 2.1578
53 C -5.0626 -4.1879 3.3676
54 C -4.8173 -5.4719 4.1592
55 C -3.8213 -5.2115 5.2787
56 C -2.5423 -4.7073 4.6736
57 C -1.3104 -5.0404 5.2531
58 C -0.1584 -4.5534 4.6677
59 F 1.0332 -4.8913 5.2448
60 C -0.1690 -3.7602 3.5461
61 C -1.4007 -3.4047 2.9498
62 C -1.4232 -2.4985 1.8177
63 O -0.3584 -2.1730 1.2077
64 C -2.7384 -2.0090 1.4783
65 C -3.8380 -2.5703 2.0363
66 N -3.8060 -3.5987 2.9431
67 C -2.5916 -3.9163 3.5290
68 C -3.0058 -0.8380 0.5352
69 O -4.1609 -0.6999 0.1269
70 O -2.0465 -0.0578 0.2817
71 H -6.7957 -5.1080 2.4777
72 H -5.3857 -5.0555 1.4118
73 H -6.3312 -3.5990 1.6912
74 H -5.5901 -3.4671 4.0164
75 H -4.4102 -6.2309 3.4871
76 H -5.7694 -5.8367 4.5552
77 H -3.6365 -6.1271 5.8464
78 H -4.2361 -4.4696 5.9720
79 H -1.2716 -5.6495 6.1433
80 H 0.7425 -3.3785 3.1177
81 H -4.8079 -2.1839 1.7645
82 O 1.7840 -0.0517 -1.2583
83 C 2.7884 -0.5447 -2.0189
84 C 2.8759 0.2387 -3.3254
85 C 3.7603 1.2244 -3.6560
86 C 3.4743 1.8456 -4.8909
87 C 2.3714 1.3234 -5.4854
88 S 1.6556 0.0752 -4.5400
89 C 4.1227 -0.3602 -1.3078
90 C 4.3427 0.3907 -0.2004
91 C 5.7031 0.4310 0.1865
92 C 6.5002 -0.2884 -0.6398
93 S 5.6016 -1.0463 -1.9064
94 C 2.6025 -2.0280 -2.2669
95 C 2.2246 -2.9224 -1.3160
96 C 2.0966 -4.2379 -1.8131
97 C 2.3858 -4.3277 -3.1348
98 S 2.8271 -2.7990 -3.7987
99 H 4.6086 1.4933 -3.0512
100 H 4.0639 2.6473 -5.3046
101 H 1.9205 1.6060 -6.4164
102 H 3.5350 0.8808 0.3131
103 H 6.0600 0.9736 1.0454
104 H 7.5608 -0.4410 -0.5910
105 H 2.0057 -2.6221 -0.3045
106 H 1.7976 -5.0746 -1.2064
107 H 2.3539 -5.1888 -3.7740

Values from the calculation:
LUMO energy (alpha / beta) = 3.469 / 3.469 eV
Charge = -2
HOMO-LUMO gap (alpha / beta) = 4.420 / 5.116 eV
Multiplicity = 5
Expectation value of S² = 6.01



DFT (ωB97M-V/def2-TZVPD) results for C54H40BrClN4O8Ti as an isolated structure in a non-equilibrium geometry.

Geometry (Å):
1 Ti -0.2833 -0.2054 -0.5383
2 C -5.6922 6.8226 3.8085
3 O -4.4778 6.4225 4.4169
4 C -3.7763 5.4559 3.8030
5 C -4.3212 4.2883 3.3357
6 C -3.5165 3.3487 2.7691
7 C -2.2055 3.5943 2.3818
8 C -1.6614 4.8016 2.8086
9 C -2.3930 5.6894 3.5888
10 C -1.4545 2.4450 1.6627
11 C -1.2432 1.1751 2.2454
12 C -1.5581 0.8794 3.6033
13 C -1.4032 -0.4587 3.7812
14 C -0.8892 -1.0301 2.5859
15 N -0.7552 -0.0452 1.6295
16 C -0.6429 -2.4333 2.4127
17 C -0.2101 -2.9512 1.1743
18 C -0.1794 -4.2698 0.6788
19 C 0.5098 -4.2635 -0.5255
20 C 1.0433 -2.9440 -0.7141
21 C 2.0076 -2.5248 -1.6473
22 C 2.7464 -3.6188 -2.3416
23 C 3.2429 -4.8037 -1.7257
24 C 4.0278 -5.6637 -2.4601
25 C 4.3160 -5.4201 -3.8776
26 O 5.1633 -6.1796 -4.6007
27 C 5.9151 -7.1443 -3.8779
28 C 3.6207 -4.3451 -4.4704
29 C 2.9770 -3.4092 -3.7152
30 C 2.4562 -1.1309 -1.7122
31 N 1.7046 -0.0730 -1.3977
32 C 2.3331 1.0691 -1.8878
33 C 1.7621 2.3848 -1.9038
34 C 2.3471 3.4321 -2.7640
35 C 2.7495 3.2521 -4.0833
36 C 3.3923 4.3366 -4.6834
37 C 3.6965 5.5538 -4.0774
38 O 4.4805 6.3980 -4.7054
39 C 5.3862 7.2982 -3.9340
40 C 3.1727 5.7494 -2.7817
41 C 2.5779 4.7003 -2.1308
42 C 0.5923 2.7193 -1.2595
43 C -0.1334 3.9196 -1.3870
44 C -0.9882 3.9838 -0.2546
45 C -0.8418 2.7178 0.4102
46 N 0.0648 1.8592 -0.2732
47 C 3.6946 0.6824 -2.2721
48 C 3.7473 -0.7287 -2.2282
49 N 0.3203 -2.0580 0.1162
50 C -0.9279 -3.3065 3.5495
51 C -0.5591 -2.9273 4.8860
52 C -1.0189 -3.7095 5.9793
53 C -1.5942 -4.9617 5.8028
54 O -1.8673 -5.7134 6.9033
55 C -2.8438 -6.7941 6.7748
56 C -1.9142 -5.3031 4.4670
57 C -1.6625 -4.4680 3.3852
58 H -6.5167 6.4213 4.3593
59 H -5.8785 6.6159 2.7425
60 H -5.7064 7.8889 3.7784
61 H -5.3989 4.0769 3.5463
62 H -3.9107 2.3940 2.3679
63 H -0.6825 5.1034 2.4212
64 H -1.8821 6.5132 3.9513
65 H -1.6737 1.6934 4.2804
66 H -1.6231 -1.0536 4.7140
67 H -0.3020 -5.1939 1.2030
68 H 0.6921 -5.1245 -1.1610
69 H 3.0549 -4.9642 -0.6535
70 H 4.3400 -6.5838 -1.9644
71 H 6.7580 -7.2965 -4.5609
72 H 5.3283 -8.0176 -3.7533
73 H 6.2886 -6.6018 -2.9679
74 H 3.7805 -4.2774 -5.5332
75 H 2.5461 -2.4675 -4.1652
76 H 2.5367 2.2532 -4.5514
77 H 3.8573 4.2432 -5.6504
78 H 5.5908 6.7258 -3.0173
79 H 4.8685 8.2427 -3.7723
80 H 6.2219 7.4092 -4.6251
81 H 3.3041 6.7386 -2.3079
82 H 2.3244 4.7963 -1.0700
83 H -0.1204 4.7553 -2.0798
84 H -1.7992 4.7642 -0.0445
85 H 4.5593 1.3568 -2.6405
86 H 4.4975 -1.3403 -2.7225
87 H 0.0096 -2.0234 5.1500
88 H -0.8340 -3.2369 6.9602
89 H -2.5914 -7.3782 7.6660
90 H -2.5377 -7.3411 5.8672
91 H -3.8879 -6.3784 6.7435
92 H -2.5825 -6.1332 4.2094
93 H -2.1204 -4.6863 2.3711
94 O -2.0747 -0.7701 -4.0796
95 Cl -0.9111 -0.4364 -3.3644
96 O 0.2659 -0.7992 -4.1164
97 O -0.9000 -1.3936 -2.1641
98 O -0.8842 0.9271 -2.8466
99 Br -6.7844 -0.6516 -2.3458
100 C -5.1505 -0.2951 -1.4619
101 C -4.5422 0.9804 -1.5869
102 C -3.1970 1.1637 -1.2701
103 C -2.5117 0.1261 -0.7047
104 C -3.1107 -1.0980 -0.4460
105 C -4.4181 -1.3568 -0.9189
106 H -5.0327 1.7285 -2.1812
107 H -2.7434 2.1089 -1.5488
108 H -2.5716 -1.9648 -0.0536
109 H -4.9775 -2.2571 -0.7317

Values from the calculation:
LUMO energy (alpha / beta) = 3.715 / 3.714 eV
Energy above the lowest of the compared OMol25 structures with the same formula, charge and spin = 0.000 eV
Charge = -2
HOMO-LUMO gap (alpha / beta) = 3.419 / 5.149 eV
Multiplicity = 3
Expectation value of S² = 2.05



DFT (ωB97M-V/def2-TZVPD) results for C54H40Cl3N2O6S2Ti as an isolated structure in a non-equilibrium geometry.

Geometry (Å):
1 Ti -0.9446 0.4338 1.6024
2 Cl -1.7162 1.8109 5.0343
3 C -3.1835 2.7259 4.4411
4 Cl -3.0660 3.2333 2.7436
5 H -3.2200 3.5934 5.0876
6 H -4.0754 2.1063 4.5104
7 C 0.0171 -6.1381 -3.7174
8 C 0.2344 -4.9462 -2.8382
9 C -0.8598 -4.1352 -2.4756
10 C -0.6754 -2.9904 -1.6543
11 C 0.6156 -2.6173 -1.3105
12 C 1.7288 -3.3935 -1.6543
13 C 1.5263 -4.5576 -2.3988
14 S 0.9314 -1.3575 -0.0974
15 O -0.4388 -0.5461 0.0389
16 C 2.0669 -0.1399 -0.7978
17 C 3.0807 0.1328 0.1524
18 C 3.8841 1.2557 0.0355
19 C 3.7379 2.1217 -1.0758
20 C 4.5008 3.3178 -1.2644
21 C 4.3480 4.1227 -2.3711
22 C 3.4114 3.7311 -3.3646
23 C 2.6514 2.5776 -3.2304
24 C 2.7805 1.7481 -2.0810
25 C 1.8319 0.6698 -1.8864
26 C 0.6238 0.4980 -2.7512
27 C 0.5874 -0.4283 -3.8660
28 C 1.7975 -1.0480 -4.2774
29 C 1.8145 -1.9007 -5.3405
30 C 0.6328 -2.1666 -6.0917
31 C -0.5205 -1.5380 -5.7182
32 C -0.6141 -0.6515 -4.6126
33 C -1.7830 0.0327 -4.2616
34 C -1.7325 0.9955 -3.2675
35 C -0.5458 1.2027 -2.5320
36 S -0.5973 2.3935 -1.1455
37 O -1.5377 1.8384 -0.0358
38 C -1.4351 3.8357 -1.8201
39 C -2.7356 4.1374 -1.4666
40 C -3.2403 5.3822 -1.8198
41 C -2.4587 6.3075 -2.5358
42 C -3.0413 7.6234 -3.0239
43 C -1.1159 5.9769 -2.8019
44 C -0.6139 4.7208 -2.4841
45 H -0.5320 -5.8668 -4.6192
46 H -0.5776 -6.9049 -3.2150
47 H 0.9630 -6.6585 -4.0400
48 H -1.8821 -4.3487 -2.7828
49 H -1.5507 -2.4126 -1.3252
50 H 2.7184 -3.0243 -1.3655
51 H 2.3742 -5.1912 -2.6676
52 H 3.2242 -0.5667 0.9810
53 H 4.5462 1.4588 0.8607
54 H 5.2493 3.5274 -0.5098
55 H 4.8508 5.0955 -2.4497
56 H 3.2970 4.3574 -4.2584
57 H 1.9421 2.3600 -4.0340
58 H 2.7366 -0.8356 -3.7657
59 H 2.7799 -2.4135 -5.5615
60 H 0.6124 -2.7734 -7.0108
61 H -1.4252 -1.7236 -6.2779
62 H -2.7306 -0.1650 -4.7787
63 H -2.6447 1.5328 -2.9840
64 H -3.3037 3.4449 -0.8484
65 H -4.2483 5.6778 -1.5781
66 H -4.0937 7.7164 -2.7061
67 H -3.0145 7.6993 -4.1236
68 H -2.4536 8.4787 -2.6151
69 H -0.4289 6.6745 -3.2998
70 H 0.4243 4.4545 -2.6578
71 N -9.3933 -2.5342 5.7172
72 C -8.3484 -2.2837 5.2664
73 C -7.1018 -1.9790 4.6360
74 C -6.0030 -1.7106 5.4599
75 C -4.8111 -1.2832 4.8497
76 C -4.7848 -1.1247 3.4320
77 C -5.8841 -1.6255 2.6095
78 C -7.0466 -1.9922 3.1979
79 C -3.7708 -0.4054 2.7919
80 C -2.7670 0.1426 2.2137
81 H -6.1902 -1.7010 6.5258
82 H -3.8747 -1.0497 5.3818
83 H -5.6637 -1.6287 1.5313
84 H -7.9649 -2.2955 2.6832
85 C 4.8400 -3.0085 2.0613
86 C 4.5904 -2.4414 3.4267
87 C 5.7373 -2.3918 4.2395
88 C 5.6368 -1.9653 5.5415
89 Cl 7.0055 -1.8550 6.5581
90 C 4.4024 -1.4730 6.0575
91 C 3.2461 -1.5634 5.2940
92 C 3.3409 -2.0124 3.9777
93 O 2.2189 -2.0507 3.1995
94 C 1.0270 -2.6796 3.6466
95 C -0.0862 -1.6435 3.7978
96 O -0.8846 -1.7568 4.7301
97 O -0.1628 -0.6609 2.8903
98 H 4.9824 -4.1118 2.1589
99 H 5.8221 -2.6320 1.6918
100 H 4.0221 -2.8131 1.3570
101 H 6.6826 -2.7837 3.8913
102 H 4.3524 -1.0819 7.0990
103 H 2.2737 -1.3627 5.7243
104 H 1.1532 -3.2861 4.5616
105 H 0.6938 -3.3994 2.8888
106 O 1.7956 3.8320 1.2678
107 C 1.0717 2.9576 1.6497
108 N 0.3586 2.0904 2.0500

Values from the calculation:
LUMO energy = -3.813 eV
Energy above the lowest of the compared OMol25 structures with the same formula, charge and spin = 0.000 eV
Charge = +1
HOMO-LUMO gap = 6.476 eV



DFT (ωB97M-V/def2-TZVPD) results for C54H40F6INO15S as an isolated structure in a non-equilibrium geometry.

Geometry (Å):
1 C 5.7102 0.2028 0.9441
2 C 4.5617 -0.5380 1.5554
3 O 4.7474 -1.4877 2.2587
4 O 3.3053 -0.0892 1.3165
5 C 2.8286 -0.4469 0.0068
6 C 2.1133 -1.7924 0.0205
7 C 1.2551 -1.9402 -1.2517
8 C -0.2059 -2.3508 -1.0077
9 C -0.9333 -1.5413 0.0881
10 C -2.1626 -0.8532 -0.4306
11 C -3.3434 -1.5704 -0.6025
12 C -4.4918 -0.9363 -1.0632
13 C -4.4755 0.4099 -1.3865
14 C -3.3027 1.1485 -1.2509
15 C -2.1681 0.5032 -0.7768
16 S -0.6508 1.4048 -0.6211
17 C -1.2397 3.0662 -0.4365
18 C -0.4289 4.0117 0.2122
19 C 0.9057 3.6398 0.7607
20 O 1.0343 2.7854 1.5784
21 C 2.1882 4.4065 0.3183
22 F 2.0506 5.6751 0.8106
23 F 3.2576 3.8717 0.8953
24 C 2.4237 4.5831 -1.1985
25 F 3.3882 5.5216 -1.3306
26 F 1.3310 5.0523 -1.8175
27 C 2.9269 3.3481 -1.9687
28 F 1.9851 2.3910 -1.9900
29 F 4.0406 2.8428 -1.4282
30 C 3.2634 3.7430 -3.4381
31 O 4.3046 4.2124 -3.7407
32 O 2.2757 3.4761 -4.3139
33 C -0.8903 5.3179 0.3232
34 C -2.1391 5.6626 -0.1681
35 C -2.9314 4.7219 -0.8005
36 C -2.4886 3.4067 -0.9459
37 N -3.3496 2.5182 -1.6470
38 I -3.0589 2.6636 -3.7096
39 H 5.4478 1.1923 0.5811
40 H 6.5157 0.3038 1.6616
41 H 6.1099 -0.3718 0.1106
42 H 2.1209 0.3167 -0.3036
43 H 3.6730 -0.4590 -0.6849
44 H 2.8866 -2.5584 -0.0175
45 H 1.5491 -1.8844 0.9416
46 H 1.7089 -2.7295 -1.8515
47 H 1.2789 -1.0466 -1.8764
48 H -0.2631 -3.4184 -0.8321
49 H -0.7383 -2.1640 -1.9409
50 H -1.2815 -2.2473 0.8416
51 H -0.2757 -0.8489 0.6054
52 H -3.3571 -2.6263 -0.3714
53 H -5.3914 -1.5229 -1.1727
54 H -5.3696 0.8896 -1.7568
55 H 2.6290 2.9231 -5.0224
56 H -0.3029 6.0971 0.7872
57 H -2.4970 6.6738 -0.0945
58 H -3.8864 5.0267 -1.1977
59 C 0.5773 -6.6622 0.5075
60 C 1.4818 -7.6337 0.4122
61 C 1.7361 -8.3311 -0.8724
62 O 2.5579 -9.2200 -0.9565
63 C 0.9477 -7.9013 -2.0551
64 C 0.0449 -6.9300 -1.9644
65 C -0.2079 -6.2397 -0.6772
66 O -1.0220 -5.3436 -0.5824
67 H 0.3721 -6.1437 1.4320
68 H 2.0684 -7.9594 1.2588
69 H 1.1489 -8.4191 -2.9847
70 H -0.5401 -6.6016 -2.8146
71 C 0.4193 8.9851 -0.6661
72 C 1.4783 9.7879 -0.6082
73 C 1.3737 11.1604 -0.0496
74 O 2.3357 11.8938 0.0021
75 C 0.0426 11.6001 0.4431
76 C -1.0156 10.7963 0.3853
77 C -0.9087 9.4268 -0.1730
78 O -1.8711 8.6883 -0.2250
79 H 0.4723 7.9811 -1.0703
80 H 2.4562 9.4860 -0.9609
81 H -0.0111 12.6030 0.8468
82 H -1.9940 11.0965 0.7382
83 C 5.8023 -6.5746 3.4795
84 C 4.5089 -6.6988 3.1960
85 C 3.7319 -5.5618 2.6453
86 O 2.5496 -5.6694 2.3869
87 C 4.4472 -4.2817 2.4234
88 C 5.7402 -4.1561 2.7081
89 C 6.5213 -5.2929 3.2569
90 O 7.6996 -5.1831 3.5151
91 H 6.3896 -7.3900 3.8819
92 H 3.9674 -7.6237 3.3518
93 H 3.8586 -3.4637 2.0262
94 H 6.2796 -3.2298 2.5573
95 C -4.2552 -10.7225 -1.2643
96 C -3.9111 -9.9310 -2.2765
97 C -2.5492 -9.9809 -2.8640
98 O -2.2344 -9.2578 -3.7853
99 C -1.5866 -10.9476 -2.2797
100 C -1.9295 -11.7393 -1.2672
101 C -3.2924 -11.6902 -0.6796
102 O -3.6069 -12.4118 0.2412
103 H -5.2424 -10.7020 -0.8206
104 H -4.5975 -9.2191 -2.7169
105 H -0.5982 -10.9687 -2.7218
106 H -1.2418 -12.4497 -0.8265
107 C -5.0396 7.1533 3.9254
108 C -4.6780 6.0497 3.2768
109 C -5.4932 5.5117 2.1588
110 O -5.1612 4.5074 1.5684
111 C -6.7259 6.2528 1.7910
112 C -7.0874 7.3564 2.4398
113 C -6.2721 7.8947 3.5581
114 O -6.6000 8.9017 4.1473
115 H -4.4605 7.5627 4.7433
116 H -3.7826 5.4944 3.5267
117 H -7.3044 5.8439 0.9723
118 H -7.9820 7.9116 2.1885

Values from the calculation:
LUMO energy = -1.737 eV
HOMO-LUMO gap = 6.241 eV



Number 1: E -6223.75929 Eh. Number 2: E -6786.04641 Eh. Number 3: E -5668.91818 Eh. Number 4: E -4559.98493 Eh.